No. 1
The following is a DFT calculation (the ωB97M-V functional and the def2-TZVPD basis) of C3H2ClIN2 in the gas phase in a non-equilibrium geometry.

The geometry in XYZ format:
```
9
Properties=species:S:1:pos:R:3:forces:R:3
C 0.319 0.798 0.999 -0.102 1.586 1.841
C 1.434 0.241 0.532 -1.116 -0.707 -2.403
C -0.202 -0.686 -1.070 1.087 0.113 1.313
N -0.930 0.644 0.658 -1.487 0.789 0.442
N -1.176 -0.183 -0.388 2.699 -0.077 -0.110
Cl 2.864 -0.495 0.813 -0.042 -0.006 0.053
I -0.467 -1.775 -2.840 -0.123 0.295 0.535
H 0.310 1.669 1.735 0.860 -1.405 -0.563
H -2.151 -0.211 -0.439 -1.777 -0.589 -1.108
```
Forces are in eV/Å.

Output
* energy: -982.6873 hartree
* charge: 0
* HOMO level: -7.81 eV
* orbital gap: 7.0 eV
* energy above the lowest of the compared OMol25 structures with the same formula, charge and spin: 121.6 kcal per mole
* largest force on an atom: 2.74 eV Å⁻¹

Löwdin atomic charge list, values in e, 5 entries: -0.354, -0.540, -0.619, -0.049, -0.159

No. 2
The following is a DFT calculation (the ωB97M-V functional and the def2-TZVPD basis) of 2 unconnected molecules or ions with the total composition C3H2ClN in a non-equilibrium geometry.

The geometry in XYZ format:
```
7
Properties=species:S:1:pos:R:3:forces:R:3
C -0.412 -0.884 -1.858 0.409 1.612 4.012
C 0.735 0.622 0.878 1.760 3.510 1.488
C -0.354 0.005 0.604 -1.600 -2.322 -1.553
N -0.626 -1.261 -2.915 -0.267 -0.603 -1.611
Cl -1.723 -0.774 1.217 1.449 0.950 -0.577
H 0.919 1.211 1.916 -0.884 -1.944 -2.042
H 1.461 1.081 0.159 -0.867 -1.203 0.283
```
Forces are in eV/Å.

Output
* energy: -630.2445 hartree
* charge: 0
* HOMO level: -10.37 eV
* orbital gap: 7.8 eV
* energy above the lowest of the compared OMol25 structures with the same formula, charge and spin: 115.7 kcal per mole
* largest force on an atom: 4.34 eV Å⁻¹

Löwdin atomic charge list, values in e, 5 entries: -0.241, -0.066, -0.585, -0.081, 0.724

No. 3
The following is a DFT calculation (the ωB97M-V functional and the def2-TZVPD basis) of 2 unconnected molecules or ions with the total composition C3H2ClN in a non-equilibrium geometry.

The geometry in XYZ format:
```
7
Properties=species:S:1:pos:R:3:forces:R:3
C -1.515 -0.898 0.833 1.348 -0.124 -1.039
C 1.229 0.031 -1.040 -0.328 -8.821 -3.964
C 1.051 0.952 -0.276 0.696 8.289 3.029
N -2.322 -0.139 1.096 -0.995 0.386 0.593
Cl 0.617 1.882 0.931 -0.792 -0.154 1.288
H -0.642 -1.331 0.356 -0.334 -0.267 0.402
H 1.582 -0.497 -1.900 0.405 0.691 -0.309
```
Forces are in eV/Å.

Output
* energy: -630.1461 hartree
* charge: 0
* HOMO level (alpha / beta): -5.15 / -10.32 eV
* orbital gap (alpha / beta): 5.9 / 6.7 eV
* spin multiplicity: 3
* energy above the lowest of the compared OMol25 structures with the same formula, charge and spin: 82.7 kcal per mole
* largest force on an atom: 9.68 eV Å⁻¹

Löwdin atomic charge list, values in e, 5 entries: -0.125, -0.007, -0.745, 0.050, 0.780

No. 4
The following is a DFT calculation (the ωB97M-V functional and the def2-TZVPD basis) of 2 unconnected molecules or ions with the total composition C3H2ClN3O3 in a non-equilibrium geometry.

The geometry in XYZ format:
```
12
Properties=species:S:1:pos:R:3:forces:R:3
C -0.500 -0.731 -0.024 1.497 -2.212 -0.010
C 1.964 0.280 0.031 0.521 -0.555 0.055
C -1.672 0.092 -0.148 0.067 -1.916 3.223
N 0.163 -1.703 -0.012 -0.924 1.926 -0.094
N 2.614 -0.659 -0.092 0.811 0.529 0.032
N 1.131 1.388 0.147 -1.044 1.052 -0.093
O 0.826 1.761 1.267 0.387 -0.172 -0.632
O 0.726 1.843 -0.914 0.312 0.001 0.631
O 1.075 -2.460 0.002 -0.142 -1.125 0.071
Cl -3.044 -1.041 0.216 -0.197 0.681 -0.146
H -1.704 0.394 -1.119 -0.661 1.452 -2.505
H -1.577 0.836 0.647 -0.628 0.340 -0.532
```
Forces are in eV/Å.

Output
* energy: -965.4165 hartree
* charge: 0
* structure (SMILES): N#C[N+](=O)[O-].[O-][N+]#CCCl
* HOMO level: -10.31 eV
* orbital gap: 8.4 eV
* energy above the lowest of the compared OMol25 structures with the same formula, charge and spin: 135.1 kcal per mole
* largest force on an atom: 3.75 eV Å⁻¹

Löwdin atomic charge list, values in e, 5 entries: -0.138, -0.137, -0.495, -0.104, 0.260

No. 5
The following is a DFT calculation (the ωB97M-V functional and the def2-TZVPD basis) of C3H2ClN3S in the gas phase in a non-equilibrium geometry.

The geometry in XYZ format:
```
10
Properties=species:S:1:pos:R:3:forces:R:3
C -1.274 0.077 -0.310 -0.736 -0.935 2.128
C 0.498 1.314 -0.084 5.013 1.195 1.597
C 1.354 0.060 -0.043 -3.617 -0.522 -0.900
H -3.672 0.975 0.579 1.658 -1.175 -0.814
H 1.236 2.281 0.260 -2.727 -2.262 -1.448
N -0.790 1.364 -0.291 1.291 -1.585 0.179
N 0.756 -1.117 -0.256 -1.197 1.693 0.509
N -0.619 -1.100 -0.234 0.534 1.772 -1.001
S -2.997 -0.246 0.241 -0.420 0.870 -0.296
Cl 3.028 -0.120 0.200 0.200 0.949 0.046
```
Forces are in eV/Å.

Output
* energy: -1138.0633 hartree
* charge: 0
* structure (SMILES): Sc1ncc(Cl)nn1
* HOMO level: -9.34 eV
* orbital gap: 8.6 eV
* energy above the lowest of the compared OMol25 structures with the same formula, charge and spin: 28.9 kcal per mole
* largest force on an atom: 5.40 eV Å⁻¹

Löwdin atomic charge list, values in e, 5 entries: -0.683, -0.123, -0.733, -0.093, 0.171

No. 6
The following is a DFT calculation (the ωB97M-V functional and the def2-TZVPD basis) of C3H2ClNO2 in the gas phase in a non-equilibrium geometry.

The geometry in XYZ format:
```
9
Properties=species:S:1:pos:R:3:forces:R:3
C 0.946 -0.618 -1.003 0.921 0.930 -0.182
C 1.478 0.359 -0.095 0.909 1.031 2.019
C -1.141 0.307 0.459 -0.898 -0.717 2.263
N 0.106 0.027 -0.137 0.647 1.207 0.610
O 1.067 -1.309 -1.926 -0.421 -1.879 -1.706
O 2.255 1.030 0.534 -1.059 -0.701 -0.925
Cl -1.857 -1.300 0.908 -0.167 0.028 0.035
H -1.873 0.701 -0.262 0.484 0.491 0.642
H -0.980 0.803 1.522 -0.418 -0.391 -2.755
```
Forces are in eV/Å.

Output
* energy: -780.8686 hartree
* charge: 0
* structure (SMILES): O=c1c(=O)n1CCl
* HOMO level: -10.44 eV
* orbital gap: 10.5 eV
* energy above the lowest of the compared OMol25 structures with the same formula, charge and spin: 51.8 kcal per mole
* largest force on an atom: 2.81 eV Å⁻¹

Löwdin atomic charge list, values in e, 5 entries: -0.368, -0.264, -0.490, 0.044, 0.184

No. 7
The following is a DFT calculation (the ωB97M-V functional and the def2-TZVPD basis) of a molecular structure, C3H2ClNO2 in a non-equilibrium geometry.

The geometry in XYZ format:
```
9
Properties=species:S:1:pos:R:3:forces:R:3
C 0.579 -0.415 -0.050 1.136 -2.838 1.296
C 0.306 0.869 -0.067 3.727 0.826 -0.063
C -1.475 -0.124 0.071 -1.869 -1.312 1.000
H 2.591 -0.408 -0.119 -2.072 -1.379 0.133
H 0.931 1.688 0.046 1.088 1.358 -0.227
N -0.662 -1.091 0.191 2.945 -0.130 -1.650
O 1.827 -1.081 -0.062 -0.520 1.948 -0.114
O -0.956 1.102 0.057 -4.588 0.370 -0.580
Cl -3.140 -0.539 -0.067 0.152 1.158 0.206
```
Forces are in eV/Å.

Output
* energy: -780.8920 hartree
* charge: 0
* HOMO level: -9.18 eV
* orbital gap: 9.7 eV
* energy above the lowest of the compared OMol25 structures with the same formula, charge and spin: 37.2 kcal per mole
* largest force on an atom: 4.64 eV Å⁻¹

Löwdin atomic charge list, values in e, 5 entries: -0.296, -0.142, -0.829, 0.148, 0.122

No. 8
The following is a DFT calculation (the ωB97M-V functional and the def2-TZVPD basis) of C3H2ClNOS in the gas phase in a non-equilibrium geometry.

The geometry in XYZ format:
```
9
Properties=species:S:1:pos:R:3:forces:R:3
C -0.113 -1.172 0.362 -0.866 -0.892 0.375
C -1.092 -1.797 0.678 0.740 0.872 -0.416
C 1.189 -0.658 0.085 0.356 0.731 -0.454
N -0.249 1.550 -0.816 -0.433 -0.225 0.484
O 2.213 -1.255 0.273 0.000 0.035 0.016
S 1.337 1.026 -0.548 0.312 -0.036 0.265
Cl -1.060 2.300 0.584 0.417 -0.130 -0.535
H -0.221 2.264 -1.538 -0.083 -0.045 0.104
H -2.004 -2.259 0.919 -0.444 -0.310 0.160
```
Forces are in eV/Å.

Output
* energy: -1103.7635 hartree
* charge: 0
* structure (SMILES): C#CC(=O)SNCl
* HOMO level: -9.68 eV
* orbital gap: 9.4 eV
* energy above the lowest of the compared OMol25 structures with the same formula, charge and spin: 72.2 kcal per mole
* largest force on an atom: 1.30 eV Å⁻¹

Löwdin atomic charge list, values in e, 5 entries: -0.095, 0.180, -0.733, -0.796, 0.041